10 unconnected molecules or ions with the total composition C49H67F9O34S. Source: the OMol25 dataset; level of theory: wB97M-V/def2-TZVPD.

Calculated total energy ... -5762.59703 Eh
Frontier orbital gap ... 9.716 eV
Charge ... 0
E_HOMO ... -9.95 eV
Energy above the lowest of the compared OMol25 structures with the same formula, charge and spin ... 0.0 kJ/mol

Geometry as XYZ:
```
160
Properties=species:S:1:pos:R:3:forces:R:3
C 0.1228 -4.4005 -1.4344 0.05 0.10 0.06
C 1.5855 -4.7684 -1.7007 -0.07 -0.03 -0.02
C 2.4615 -4.7065 -0.4454 -0.25 0.17 -0.07
C 2.6709 -3.2743 0.0722 0.03 0.10 0.22
C 4.0546 -2.6921 -0.2228 -0.26 0.21 -0.20
C 4.3029 -1.3627 0.5059 -0.18 0.02 -0.40
C 3.6238 -0.1962 -0.2496 -0.16 0.30 0.20
C 2.7904 0.7896 0.5951 0.16 -0.19 -0.11
C 1.4755 0.2357 1.1456 0.16 -0.28 0.18
C 0.7966 1.1517 2.1742 0.21 -0.02 -0.18
C 0.4343 2.5806 1.7010 -0.29 -0.10 0.09
C 0.2596 2.7525 0.1896 -0.20 0.16 0.02
C -0.7857 3.8128 -0.1852 0.16 -0.12 -0.07
C -1.2513 3.6523 -1.6429 -0.14 -0.23 0.18
C -2.6112 2.8987 -1.7717 0.58 0.11 -0.19
C -2.5827 1.4137 -2.1666 -0.44 -0.15 0.23
O -1.4022 1.0811 -2.9314 -0.01 0.27 0.00
S -0.6538 -0.2153 -2.4836 -0.05 -0.21 -0.02
O 0.6656 0.1136 -2.0825 0.04 -0.15 -0.18
O -0.8814 -1.2538 -3.4328 0.23 0.06 -0.13
O -1.5368 -0.5392 -1.2137 -0.11 0.08 0.52
C -2.6858 0.3219 -1.0241 -0.08 0.33 -0.29
C -3.9680 -0.4993 -1.2178 0.00 -0.02 0.23
C -3.8582 -1.4314 -2.3998 0.24 -0.22 0.67
O -4.2641 -1.1356 -3.4800 -0.36 0.25 -0.97
C -2.5916 0.7964 0.4249 0.18 0.16 0.04
O -3.8289 1.4320 0.7690 -0.25 -0.60 -0.42
C -4.1516 1.3875 2.0905 -0.99 0.19 -1.16
C -5.6271 1.2452 2.2875 -0.12 0.23 -0.07
O -3.3285 1.4627 2.9306 1.29 -0.14 1.53
H 0.0444 -3.5244 -0.7816 0.00 -0.05 -0.08
H -0.3992 -5.2250 -0.9392 0.02 0.05 -0.03
H -0.4034 -4.1593 -2.3617 0.00 -0.09 0.07
H 1.9970 -4.0993 -2.4651 0.01 -0.04 0.05
H 1.6085 -5.7831 -2.1121 0.10 0.10 -0.07
H 1.9746 -5.3027 0.3357 0.17 -0.07 -0.06
H 3.4376 -5.1552 -0.6558 -0.11 -0.08 0.09
H 1.9242 -2.6089 -0.3798 0.03 -0.03 0.10
H 2.5017 -3.2271 1.1536 0.05 -0.07 -0.12
H 4.8436 -3.4277 -0.0320 -0.13 0.05 0.17
H 4.0828 -2.4548 -1.2954 0.27 -0.25 0.01
H 5.3853 -1.2054 0.5461 -0.09 0.12 0.11
H 3.9305 -1.4167 1.5338 0.07 -0.11 -0.06
H 2.9684 -0.5955 -1.0309 0.02 0.01 0.05
H 4.3848 0.3960 -0.7680 -0.01 -0.12 -0.03
H 3.3924 1.1365 1.4483 -0.02 0.09 -0.05
H 2.5968 1.6579 -0.0387 0.00 -0.08 0.21
H 1.6918 -0.7146 1.6529 -0.03 0.02 -0.01
H 0.7946 -0.0295 0.3286 0.16 0.14 0.05
H -0.1193 0.6601 2.5254 0.11 -0.03 0.02
H 1.4676 1.2274 3.0366 -0.18 -0.01 0.03
H 1.1423 3.3086 2.1056 0.04 -0.02 -0.16
H -0.5312 2.8312 2.1630 0.15 0.06 0.09
H -0.0230 1.7981 -0.2583 -0.01 -0.04 -0.04
H 1.1928 3.0475 -0.2951 -0.44 -0.36 0.18
H -1.6602 3.7376 0.4746 0.09 0.09 0.05
H -0.3498 4.8026 -0.0241 -0.11 -0.07 -0.02
H -0.4660 3.1194 -2.1851 -0.11 0.07 -0.12
H -1.3523 4.6221 -2.1329 -0.09 -0.03 0.11
H -3.1405 2.9879 -0.8257 -0.12 -0.02 -0.09
H -3.2214 3.4114 -2.5185 0.05 -0.09 0.02
H -3.4240 1.2239 -2.8364 0.14 -0.02 -0.01
H -4.1750 -1.0750 -0.3094 0.03 0.00 -0.08
H -4.7996 0.1836 -1.4008 0.05 -0.03 0.10
H -3.3737 -2.4050 -2.2236 0.07 -0.06 0.04
H -2.4411 -0.0868 1.0543 -0.03 0.07 -0.04
H -1.7535 1.4605 0.5868 0.09 0.16 -0.05
H -6.1153 2.1893 2.0262 0.01 -0.10 0.02
H -5.8368 0.9998 3.3248 -0.01 0.06 -0.08
H -6.0120 0.4731 1.6205 -0.06 0.03 0.11
O 2.1696 4.6953 -0.7490 0.37 0.39 -0.14
C 3.3294 4.4829 -0.8707 0.19 0.05 0.07
O 4.3216 5.3392 -0.5580 -0.03 0.05 0.01
C 5.5751 4.6582 -0.6880 0.07 -0.04 -0.03
C 5.2197 3.5421 -1.6504 0.00 0.03 0.06
F 5.9133 2.4031 -1.4119 -0.02 -0.01 0.09
O 3.8527 3.3247 -1.3679 -0.12 0.08 -0.23
H 5.8709 4.2601 0.2809 0.03 -0.01 -0.04
H 6.3371 5.3363 -1.0601 -0.12 0.10 -0.05
H 5.3265 3.7931 -2.7076 0.07 -0.06 -0.01
O 4.3002 -3.4064 2.9458 0.14 0.01 0.02
C 4.7366 -4.5024 3.0389 -0.06 -0.04 0.24
O 5.4063 -4.9750 4.1174 0.03 -0.01 -0.01
C 5.6303 -6.3747 3.9372 -0.04 -0.07 0.00
C 5.5293 -6.5165 2.4290 -0.03 0.08 0.07
F 4.9921 -7.6983 2.0498 -0.09 -0.01 0.05
O 4.6428 -5.4694 2.0886 0.13 0.14 -0.17
H 4.8306 -6.9366 4.4227 0.00 -0.04 -0.03
H 6.5940 -6.6576 4.3488 0.04 0.11 -0.01
H 6.4681 -6.3743 1.8907 0.01 -0.10 -0.03
O 2.0736 -5.6261 7.7157 0.02 0.06 -0.07
C 1.7076 -5.0814 6.7312 0.07 0.07 0.00
O 0.9113 -3.9888 6.6874 -0.03 0.05 0.02
C 0.8245 -3.5367 5.3306 0.08 0.01 0.10
C 1.1679 -4.7936 4.5621 -0.02 0.08 0.14
F 1.8418 -4.5139 3.4307 0.06 -0.13 -0.19
O 2.0186 -5.4774 5.4619 -0.12 -0.20 0.00
H 1.5769 -2.7677 5.1485 0.01 -0.02 -0.06
H -0.1645 -3.1500 5.1228 -0.16 0.02 0.10
H 0.3166 -5.4336 4.3206 0.03 0.01 -0.10
O 0.9445 2.6364 5.3542 0.00 -0.08 -0.02
C -0.0669 2.1509 5.7235 -0.16 0.00 -0.14
O -1.0741 2.8135 6.3373 -0.01 0.11 0.03
C -2.1859 1.9313 6.4899 -0.08 -0.02 -0.04
C -1.5124 0.5758 6.4333 -0.01 0.02 -0.20
F -2.3014 -0.3688 5.8535 0.09 0.04 -0.02
O -0.3952 0.8258 5.6046 0.12 -0.06 0.27
H -2.8692 2.0463 5.6461 0.01 -0.07 -0.02
H -2.6989 2.1331 7.4252 0.10 0.06 0.05
H -1.1690 0.1923 7.3963 -0.06 -0.08 -0.02
O -3.0051 6.9050 -0.2234 -0.05 -0.01 0.04
C -4.0846 6.4279 -0.2471 0.01 -0.07 0.08
O -4.3556 5.1224 -0.5100 0.02 0.02 0.02
C -5.7463 4.8903 -0.2995 -0.03 -0.04 0.00
C -6.3245 6.2856 -0.4447 0.10 -0.03 0.00
F -7.3895 6.4907 0.3649 0.03 -0.01 0.10
O -5.2507 7.1005 -0.0275 0.00 0.13 -0.17
H -5.9069 4.5206 0.7152 -0.07 0.03 0.01
H -6.1226 4.1738 -1.0243 0.08 0.02 -0.06
H -6.6049 6.5593 -1.4633 -0.10 0.00 0.02
O -1.5881 3.5361 -7.6970 -0.03 -0.06 -0.01
C -1.3185 2.4162 -7.4282 -0.10 -0.06 -0.06
O -1.6271 1.7818 -6.2806 -0.04 0.01 0.07
C -1.2740 0.3977 -6.4005 -0.02 -0.03 -0.01
C -0.2287 0.4442 -7.4952 -0.08 0.10 0.04
F -0.2522 -0.6568 -8.2938 -0.08 -0.01 -0.03
O -0.6289 1.5676 -8.2541 0.22 0.07 0.05
H -2.1451 -0.1721 -6.7284 0.03 -0.05 -0.03
H -0.9133 0.0161 -5.4529 0.00 0.06 0.05
H 0.7946 0.5928 -7.1475 0.03 -0.11 -0.03
O -1.9623 -1.0744 -14.2749 -0.03 0.04 0.05
C -1.8900 -0.8200 -13.1216 -0.05 0.07 0.00
O -1.0418 0.0769 -12.5685 0.01 0.02 -0.02
C -1.3624 0.2175 -11.1816 0.00 0.03 0.05
C -2.0781 -1.0862 -10.8936 0.03 0.03 -0.06
F -3.0648 -0.9485 -9.9743 -0.07 0.07 -0.03
O -2.6469 -1.4030 -12.1474 0.09 -0.20 -0.02
H -2.0394 1.0622 -11.0453 -0.03 -0.02 0.05
H -0.4652 0.3631 -10.5929 0.09 -0.01 -0.13
H -1.4271 -1.9037 -10.5803 -0.04 0.00 0.11
O 5.8573 4.1440 2.5812 0.06 -0.12 -0.05
C 6.1406 2.9910 2.5801 -0.20 -0.04 0.01
O 5.6345 2.0608 3.4109 -0.02 0.00 0.06
C 6.0571 0.7685 2.9615 0.03 -0.10 0.00
C 7.3116 1.1074 2.1789 -0.10 0.09 0.00
F 7.5086 0.2983 1.1143 -0.08 -0.01 -0.06
O 7.0295 2.4188 1.7211 0.23 0.08 0.11
H 5.2981 0.3459 2.3044 0.04 -0.04 -0.06
H 6.2233 0.1084 3.8072 0.01 0.12 0.09
H 8.2295 1.1288 2.7693 0.03 -0.06 -0.04
O -7.0535 -1.9089 1.9700 0.07 -0.03 0.04
C -6.7716 -2.1980 3.0840 0.16 0.05 -0.04
O -6.6464 -3.4525 3.5633 -0.03 -0.07 -0.02
C -6.1295 -3.3870 4.8953 0.04 0.00 0.05
C -6.5098 -1.9783 5.3130 -0.01 -0.06 -0.10
F -5.5959 -1.4113 6.1309 0.08 0.00 -0.05
O -6.5181 -1.2948 4.0734 -0.25 0.03 0.08
H -5.0436 -3.4897 4.8698 0.01 0.03 0.06
H -6.5679 -4.1687 5.5071 -0.09 -0.01 -0.08
H -7.4951 -1.8881 5.7730 0.04 0.03 0.09
```
Forces are in eV/Å.

Here are the Mulliken charges for atoms 1 to 8, given in e:
1. C -0.78
2. C -0.77
3. C -1.01
4. C 1.83
5. C -1.89
6. C -0.08
7. C -0.84
8. C 0.97

=====

20 unconnected molecules or ions with the total composition C49H68Cl57FO2. Source: the OMol25 dataset; level of theory: wB97M-V/def2-TZVPD.

Calculated total energy ... -28389.06397 Eh
Frontier orbital gap ... 8.996 eV
Charge ... 0
E_HOMO ... -8.97 eV

Geometry as XYZ:
```
177
Properties=species:S:1:pos:R:3:forces:R:3
C -4.8959 -2.3888 7.7491 -0.27 -0.43 0.17
C -5.8994 -3.0986 6.8211 0.64 0.77 0.08
C -5.9949 -2.2785 5.5115 -0.29 -0.78 0.18
C -7.3191 -1.5291 5.3687 0.05 -0.23 -0.34
C -7.3334 -0.4720 4.2625 -0.14 0.06 0.35
C -6.2741 0.6124 4.4024 -0.14 0.47 -0.17
C -6.0866 1.4455 3.1311 0.05 -0.49 0.44
C -4.9467 2.4464 3.2954 -0.57 0.03 -0.37
C -4.5302 3.1209 1.9725 0.30 0.42 0.83
C -3.0054 3.2084 1.7723 -0.20 0.31 -0.80
C -2.5350 2.3924 0.5592 0.02 0.08 0.61
C -1.0318 2.0642 0.5735 -0.56 -0.28 -0.41
C -0.3296 2.2926 -0.7813 -0.01 -0.09 0.52
C 0.7356 1.2202 -1.0499 0.16 0.96 -0.09
C 1.9465 1.8001 -1.7945 -0.46 -0.59 0.44
C 3.0883 0.8109 -2.0829 0.76 0.47 0.75
C 2.9504 -0.1224 -3.3257 0.08 0.68 0.04
C 2.0474 0.4119 -4.4427 0.15 -0.87 -0.24
C 1.3783 -0.6608 -5.2782 0.07 0.09 -0.16
C 1.0429 -1.9070 -4.7715 -0.71 -0.12 0.26
C 0.3489 -2.8485 -5.5238 -0.12 0.43 0.03
C -0.0057 -2.5562 -6.8355 0.24 0.03 0.48
C 0.3647 -1.3245 -7.3643 -0.27 -0.13 -0.08
C 1.0439 -0.3790 -6.6006 -0.50 -0.58 0.28
C 4.4144 1.5933 -2.0695 -0.03 -0.05 0.10
C 5.4620 0.5691 -1.6398 0.64 0.98 -1.67
C 6.6766 1.2096 -0.9427 -0.18 -0.62 0.63
C 6.7798 0.9368 0.5674 0.38 0.39 0.08
C 7.7404 -0.1971 0.9201 -0.06 -0.04 -0.35
F 7.0957 -1.2231 1.6085 0.10 0.08 0.28
O 4.7589 -0.3748 -0.8563 0.06 0.07 0.00
C 3.4110 -0.1769 -0.9488 -0.08 0.04 0.08
O 2.6737 -0.7922 -0.2445 -0.26 -0.27 0.11
H -4.9881 -1.3084 7.6875 -0.05 -0.01 -0.11
H -3.8835 -2.6656 7.4542 0.10 0.14 0.03
H -5.0287 -2.6587 8.7988 0.05 -0.08 0.03
H -6.8689 -3.1746 7.3115 0.04 -0.17 -0.15
H -5.5065 -4.0968 6.6342 -0.25 -0.16 -0.07
H -5.1328 -1.6167 5.4900 0.00 0.12 -0.17
H -5.9019 -2.9658 4.6667 0.07 0.15 -0.20
H -8.0682 -2.2810 5.0988 -0.14 0.01 0.15
H -7.6537 -1.1128 6.3223 0.31 0.23 -0.10
H -7.2654 -0.9627 3.2870 0.21 -0.05 -0.04
H -8.3157 0.0089 4.2842 -0.05 0.02 -0.13
H -5.2941 0.2173 4.6696 -0.02 -0.21 0.02
H -6.5578 1.2891 5.2156 0.03 -0.07 0.13
H -5.8850 0.7363 2.3218 0.14 0.15 -0.17
H -7.0234 1.9525 2.8870 0.00 0.08 -0.11
H -5.3039 3.2181 3.9817 0.17 0.00 0.17
H -4.1048 1.9585 3.7894 0.11 -0.08 -0.13
H -5.0156 2.6325 1.1277 0.08 -0.08 -0.08
H -4.9078 4.1431 2.0166 -0.20 -0.01 -0.25
H -2.4565 2.9226 2.6694 -0.08 -0.12 0.09
H -2.7566 4.2520 1.5626 0.23 0.04 0.22
H -3.1332 1.4814 0.5591 0.14 -0.14 -0.23
H -2.7887 2.9510 -0.3437 -0.10 -0.04 -0.07
H -0.5594 2.6390 1.3708 0.23 -0.01 -0.05
H -0.9257 1.0066 0.8246 0.06 0.03 0.17
H 0.1514 3.2730 -0.7342 -0.04 0.10 -0.27
H -1.0945 2.3213 -1.5574 0.13 0.02 -0.21
H 0.3098 0.3800 -1.5990 -0.01 -0.22 0.21
H 1.0909 0.9115 -0.0723 -0.05 -0.50 -0.08
H 2.3489 2.6004 -1.1728 0.04 0.02 0.09
H 1.6085 2.2963 -2.7022 0.16 -0.02 -0.19
H 2.6714 -1.1106 -2.9714 -0.27 0.00 -0.13
H 3.9474 -0.2333 -3.7580 0.05 -0.19 0.06
H 1.2355 1.0343 -4.0807 0.10 0.24 0.13
H 2.6864 0.9737 -5.1242 -0.25 0.45 0.05
H 1.2573 -2.1741 -3.7460 0.13 0.11 0.02
H 0.0711 -3.7765 -5.0386 0.10 0.13 -0.32
H -0.5621 -3.2856 -7.4068 0.01 0.07 -0.19
H 0.0914 -1.1085 -8.3889 0.08 0.14 -0.03
H 1.2828 0.5791 -7.0347 -0.05 0.16 0.13
H 4.4620 2.3549 -1.2862 -0.64 0.18 -0.06
H 4.5918 2.0851 -3.0232 0.33 -0.07 -0.04
H 5.8592 0.1524 -2.5717 -0.21 -0.84 0.28
H 7.5836 0.8272 -1.4089 0.07 0.03 -0.03
H 6.6793 2.2828 -1.1263 -0.17 0.06 0.00
H 7.1617 1.8474 1.0304 -0.03 0.01 0.12
H 5.8232 0.7313 1.0434 -0.11 -0.06 -0.13
H 8.5673 0.1753 1.5274 -0.04 -0.15 0.21
H 8.1660 -0.6568 0.0269 -0.01 0.00 -0.06
C 7.0389 1.3208 -5.3610 0.01 -0.17 0.27
Cl 5.3677 1.4931 -5.8951 0.05 -0.02 -0.01
Cl 7.3385 2.2128 -3.8682 0.04 0.12 -0.34
Cl 7.4698 -0.3748 -5.1077 -0.12 -0.06 -0.18
H 7.6795 1.7113 -6.1364 0.03 0.01 -0.02
C -8.6701 -1.9858 10.1053 0.14 -0.10 -0.13
Cl -7.9141 -3.5032 10.6032 -0.02 0.01 0.02
Cl -7.6884 -0.6081 10.5900 -0.31 -0.12 0.24
Cl -8.9247 -1.9650 8.3622 -0.31 0.03 0.22
H -9.6306 -1.9113 10.5941 -0.03 0.01 -0.02
C 8.4176 5.7684 -5.9564 -0.10 -0.05 -0.04
Cl 8.3649 4.1144 -6.5813 0.16 0.16 -0.07
Cl 7.3383 6.7944 -6.9025 0.10 0.05 0.10
Cl 8.0039 5.8383 -4.2491 0.02 -0.03 -0.02
H 9.4292 6.1325 -6.0751 0.00 0.02 -0.03
C -1.4883 -5.1022 -2.5293 0.00 0.03 -0.04
Cl -0.5933 -3.6129 -2.2094 0.10 -0.03 0.05
Cl -3.2132 -4.8178 -2.3399 -0.04 0.05 -0.17
Cl -1.1063 -5.7361 -4.1358 -0.17 -0.20 0.22
H -1.1836 -5.8352 -1.7933 -0.01 -0.03 -0.01
C 9.6376 -0.9945 4.1994 0.08 0.08 0.00
Cl 9.2975 0.6327 4.7899 -0.04 -0.02 -0.04
Cl 11.1595 -1.0237 3.3055 -0.05 -0.02 -0.02
Cl 9.6816 -2.1453 5.5375 -0.08 -0.06 -0.01
H 8.8392 -1.2894 3.5286 -0.01 -0.02 0.01
C -3.0573 -2.1127 -0.0203 -0.07 0.04 0.07
Cl -3.3416 -0.7436 -1.0955 0.02 -0.08 -0.10
Cl -2.2863 -1.5765 1.4756 0.00 -0.02 0.00
Cl -4.5593 -2.9724 0.3141 -0.04 0.21 0.00
H -2.3850 -2.7978 -0.5213 -0.03 0.03 0.04
C 6.1973 5.1665 -10.1146 -0.13 -0.07 0.05
Cl 4.9737 5.9776 -11.0867 0.04 -0.07 -0.10
Cl 5.4287 4.1566 -8.8833 0.01 -0.02 0.03
Cl 7.2931 4.2078 -11.1057 -0.09 0.04 0.02
H 6.7830 5.9247 -9.6102 0.00 -0.01 0.03
C -3.1390 -6.6299 1.3495 -0.01 0.20 -0.10
Cl -2.1068 -5.1965 1.4227 0.08 -0.06 0.10
Cl -4.8302 -6.2092 1.6047 0.03 -0.09 0.02
Cl -2.9162 -7.4436 -0.2017 -0.03 -0.27 0.10
H -2.8331 -7.3036 2.1382 0.01 -0.02 -0.02
C -11.5224 1.6089 10.9739 0.15 0.06 -0.10
Cl -11.0989 0.0068 11.5916 -0.08 0.17 0.25
Cl -10.3524 2.8094 11.5132 -0.01 0.00 0.02
Cl -11.6332 1.5946 9.2124 0.03 0.13 0.09
H -12.4915 1.8746 11.3741 -0.01 -0.02 0.00
C -13.1203 -3.0013 8.5600 0.00 0.08 -0.07
Cl -12.3984 -3.3403 6.9896 -0.01 -0.01 -0.01
Cl -12.7288 -1.3637 9.0838 -0.12 -0.31 -0.19
Cl -14.8729 -3.2329 8.5050 -0.02 -0.05 0.04
H -12.7113 -3.6990 9.2787 -0.03 -0.02 0.01
C -3.7780 1.4233 9.0221 -0.04 -0.03 -0.10
Cl -2.4607 0.2711 8.7961 0.01 0.01 0.03
Cl -3.9740 2.4341 7.5871 0.00 0.00 0.01
Cl -5.2844 0.5877 9.4056 0.35 0.39 0.01
H -3.5237 2.0645 9.8549 0.00 0.01 0.00
C -15.5264 -0.4526 5.9665 0.00 0.07 -0.08
Cl -15.0912 1.1151 6.6517 0.03 -0.04 0.04
Cl -17.2618 -0.5374 5.6601 -0.01 -0.03 0.03
Cl -14.6162 -0.7625 4.4883 0.02 -0.02 0.03
H -15.2750 -1.2210 6.6855 0.02 0.02 0.01
C -8.6153 -3.5122 0.9788 0.00 -0.03 0.02
Cl -10.3266 -3.6891 0.5937 0.01 0.02 0.00
Cl -8.2686 -4.1190 2.5993 0.03 0.02 0.02
Cl -7.6113 -4.3295 -0.2179 -0.04 -0.04 -0.03
H -8.3718 -2.4583 0.9565 0.01 0.02 0.01
C 11.4119 3.1502 -11.0331 -0.08 -0.03 0.01
Cl 11.3081 1.4495 -11.4833 0.01 0.00 0.00
Cl 10.4640 4.1510 -12.1310 0.15 0.00 -0.07
Cl 10.8856 3.3882 -9.3628 0.01 0.02 0.01
H 12.4468 3.4557 -11.1058 0.01 0.01 0.01
C 12.4348 -2.0728 8.1037 0.08 0.03 0.07
Cl 12.0878 -0.4459 8.6890 -0.03 -0.01 -0.04
Cl 13.9463 -2.1017 7.1958 -0.02 -0.01 -0.03
Cl 12.4858 -3.2219 9.4421 -0.02 -0.01 -0.01
H 11.6378 -2.3683 7.4360 0.00 0.02 -0.01
C 5.0331 10.0877 -9.7244 0.06 0.01 -0.08
Cl 5.6845 8.6916 -8.8559 -0.08 0.10 -0.02
Cl 6.2552 11.3483 -9.8765 -0.01 0.01 0.03
Cl 4.4173 9.6220 -11.3068 -0.02 0.00 0.02
H 4.2098 10.4827 -9.1449 0.00 -0.01 0.02
C 4.9122 -3.4911 -6.4494 -0.10 -0.04 0.02
Cl 4.6985 -4.3027 -8.0051 0.01 0.04 -0.01
Cl 3.3555 -2.9779 -5.7931 0.69 -0.20 -0.26
Cl 5.7601 -4.5367 -5.3089 0.08 0.02 0.02
H 5.5201 -2.6108 -6.6160 0.01 0.00 0.01
C 3.4792 0.1444 -10.4098 0.01 0.01 0.06
Cl 3.3335 -1.3602 -11.3183 0.02 0.00 0.01
Cl 2.5941 1.4473 -11.2041 0.03 0.02 0.00
Cl 2.9033 -0.0750 -8.7521 0.43 0.00 -0.52
H 4.5253 0.4195 -10.3806 0.01 0.01 0.00
C 10.0553 -4.1796 -3.1965 -0.05 -0.03 0.04
Cl 8.9348 -2.8355 -3.4392 0.03 -0.03 0.03
Cl 10.1234 -4.6310 -1.4941 0.02 0.01 0.00
Cl 9.6127 -5.5610 -4.1963 -0.02 0.02 -0.02
H 11.0405 -3.8501 -3.4973 0.01 0.01 0.00
```
Forces are in eV/Å.

Here are the Mulliken charges for atoms 1 to 8, given in e:
1. C -0.83
2. C -0.31
3. C -0.33
4. C -0.13
5. C -0.78
6. C -0.23
7. C -0.89
8. C -0.56

=====

| no. | LUMO level (eV) |
| --- | --- |
| 1 | -0.23 |
| 2 | 0.03 |